{
  "formula": "C6H8S",
  "method": "ωB97M-V/def2-TZVPD",
  "species": ["C", "C", "C", "C", "C", "C", "S", "H", "H", "H", "H", "H", "H", "H", "H"],
  "xyz": [[-2.6567, -0.5206, 0.0714], [-1.2779, -0.2148, -0.0212], [-0.2007, -1.2843, -0.0543], [1.0771, -0.6417, -0.4419], [2.4209, -0.5023, 0.0135], [1.1601, 0.4768, 0.6089], [-0.2327, 1.3993, -0.1190], [-2.7986, -1.6751, 0.2301], [-3.3889, 0.4608, 0.1826], [-0.1089, -1.6638, 0.9214], [-0.6066, -2.0838, -0.6148], [0.8746, -0.4213, -1.6195], [2.8031, -1.0383, 0.8980], [3.1789, 0.1776, -0.6904], [0.6326, -0.0237, 1.5376]],
  "forces_ev_per_a": [[3.1, 2.2, 0.5], [-1.9, 0.4, -0.4], [-0.7, -1.0, 0.4], [-1.8, -0.8, -4.1], [1.2, 3.5, 0.2], [-1.1, -1.1, 0.1], [-1.0, -0.2, 0.8], [-0.6, 2.6, -0.4], [1.6, -3.4, -0.3], [0.1, -0.7, 1.5], [0.0, -1.0, -1.1], [1.1, 0.3, 2.9], [0.1, 0.4, -0.7], [-2.0, -2.5, 2.0], [2.0, 1.3, -1.4]],
  "nbo_charge": [-0.50, -0.08, -0.49, -0.26, -0.32, -0.46, 0.24, 0.23, 0.25, 0.21, 0.23, 0.23, 0.24, 0.26, 0.21],
  "gap_ev": 8.9,
  "e_tot_ev": -17180.8270,
  "smiles": "C=C1C[C@@H]2C[C@H]2S1"
}